Below is a cluster of 2 separate species, C58H72N5O2 in total, with properties calculated with ωB97M-V/def2-TZVPD.

Last column: Mulliken charge in e.
Cartesian coordinates (Å):
1 O 5.895 -1.772 -0.582  -0.479
2 O 0.448 5.089 7.398  -0.669
3 N 0.365 3.579 4.232  0.888
4 N -0.150 -3.539 -2.179  2.175
5 N -1.828 -2.362 -1.539  2.323
6 N 0.973 5.527 5.188  0.997
7 N -1.494 -3.496 -2.194  -1.427
8 C 2.718 4.508 3.690  2.037
9 C 2.108 3.424 -2.697  -0.962
10 C 1.123 6.958 5.333  -1.216
11 C -5.469 -2.645 -0.855  -0.541
12 C 3.442 5.847 3.608  -1.788
13 C -2.379 6.042 6.055  -0.182
14 C 0.696 2.625 -0.381  0.843
15 C 2.249 -6.592 -3.679  -1.528
16 C -0.173 3.538 5.598  -0.116
17 C 0.539 -4.601 -2.846  -0.168
18 C -3.042 -3.295 1.542  -1.228
19 C 2.469 -1.176 -1.775  -0.311
20 C -0.025 3.081 1.927  -1.531
21 C 2.915 -2.442 -4.842  -1.927
22 C -2.939 0.755 -3.898  -1.527
23 C -0.686 -1.702 -1.038  1.308
24 C -2.735 7.580 4.218  -0.496
25 C -4.423 -5.087 0.395  -1.853
26 C 0.827 4.004 -0.715  -0.570
27 C 0.127 2.192 0.861  -0.032
28 C 0.377 -2.466 -1.484  -0.957
29 C 2.615 -3.341 -0.704  0.047
30 C 1.523 4.384 -1.861  -0.725
31 C -0.011 2.710 3.268  -0.906
32 C -1.701 3.640 5.633  -1.533
33 C -4.092 -2.824 -0.728  -0.463
34 C -3.199 -1.492 -5.009  -1.431
35 C -2.376 5.222 3.785  -0.048
36 C -3.751 -1.274 -2.587  0.223
37 C 2.379 -5.310 -4.215  -0.412
38 C -5.131 -1.111 -2.695  -0.289
39 C -3.239 -2.046 -1.534  -0.487
40 C 1.167 -6.912 -2.860  -0.101
41 C 0.246 -5.926 -2.489  -0.012
42 C -2.852 -0.757 -3.715  1.421
43 C 1.493 -4.299 -3.842  -0.199
44 C -0.623 -6.737 -0.258  -1.309
45 C -3.504 -3.878 0.211  2.403
46 C 2.972 3.767 2.386  -2.004
47 C -1.866 -7.342 -2.403  -1.706
48 C -2.156 4.998 5.146  0.376
49 C 1.229 1.682 -1.290  1.068
50 C -0.646 -0.591 -0.181  -2.211
51 C 3.963 -3.140 -0.508  -1.040
52 C -2.652 7.331 5.593  -0.730
53 C 4.575 -1.910 -0.872  0.609
54 C 1.813 -2.329 -1.301  -0.605
55 C 1.497 -2.956 -4.581  2.313
56 C 1.953 2.060 -2.413  -0.490
57 C 1.177 4.779 3.956  -1.815
58 C -2.596 6.521 3.316  -0.731
59 C -0.991 -6.319 -1.677  1.406
60 C 3.228 3.671 4.864  -1.802
61 C -5.985 -1.777 -1.819  -1.271
62 C 0.438 4.778 6.216  0.112
63 C 3.805 -0.924 -1.528  -0.723
64 C 6.533 -0.486 -0.735  -0.736
65 C 0.709 -3.027 -5.890  -1.577
66 H -1.350 -8.303 -2.518  0.324
67 H 4.263 0.017 -1.850  0.224
68 H 1.832 7.183 6.143  0.326
69 H -6.155 -3.193 -0.202  0.300
70 H 0.206 2.642 6.109  0.553
71 H -2.801 -7.503 -1.851  0.437
72 H -0.283 1.699 3.593  0.590
73 H 4.511 5.683 3.410  0.429
74 H -3.889 -2.883 2.108  0.328
75 H -1.522 -6.957 0.335  0.369
76 H -4.220 -1.233 -5.320  0.330
77 H 6.149 0.228 0.006  0.287
78 H 2.984 -7.355 -3.935  0.393
79 H -4.797 -5.437 -0.575  0.441
80 H 0.994 -2.238 -3.921  -0.870
81 H 7.586 -0.692 -0.545  0.268
82 H -5.528 -0.483 -3.497  0.376
83 H 3.169 -5.089 -4.937  0.388
84 H 3.065 4.192 5.815  0.357
85 H -2.924 8.592 3.855  0.392
86 H -2.613 1.275 -2.989  0.330
87 H 1.483 7.377 4.389  0.441
88 H -5.279 -4.838 1.035  0.469
89 H 2.883 -1.371 -5.085  0.361
90 H -3.868 -5.911 0.862  0.328
91 H -1.599 -5.413 -1.618  -0.439
92 H 4.304 3.489 4.745  0.476
93 H -0.178 4.147 1.720  0.754
94 H -2.509 -1.223 -5.816  0.395
95 H 0.378 4.760 -0.067  0.489
96 H -1.989 3.518 6.685  0.581
97 H -7.062 -1.640 -1.913  0.377
98 H -2.603 -4.237 -0.306  -1.081
99 H 1.891 -0.470 -2.368  1.028
100 H 2.717 2.702 4.899  0.312
101 H 3.555 -2.570 -3.960  0.346
102 H -0.092 1.150 1.023  0.323
103 H 3.371 -2.971 -5.691  0.492
104 H 0.756 5.346 3.109  1.066
105 H -0.297 -3.427 -5.721  0.357
106 H -3.965 1.064 -4.127  0.296
107 H -2.150 2.835 5.038  0.526
108 H -1.538 0.010 -0.049  0.349
109 H 1.224 -3.680 -6.607  0.346
110 H 2.572 4.316 1.524  0.283
111 H 2.135 -4.273 -0.396  0.543
112 H -2.288 1.063 -4.724  0.440
113 H -2.314 -2.491 1.381  0.163
114 H 1.036 -7.938 -2.501  0.399
115 H 3.365 6.407 4.544  0.444
116 H 0.025 -7.624 -0.271  0.356
117 H -2.791 8.142 6.311  0.387
118 H 0.617 -2.029 -6.335  0.422
119 H 2.678 3.727 -3.574  0.418
120 H 2.396 1.318 -3.076  0.494
121 H -2.663 6.696 2.240  0.446
122 H 1.606 5.445 -2.100  0.422
123 H -2.301 5.845 7.129  0.355
124 H 2.544 2.761 2.394  0.367
125 H -0.081 -5.923 0.243  0.319
126 H 4.058 3.660 2.237  0.596
127 H -3.149 -2.578 -4.860  0.321
128 H -2.362 4.374 3.093  0.506
129 H 3.040 6.457 2.785  0.360
130 H 6.405 -0.088 -1.751  0.290
131 H 4.590 -3.907 -0.060  0.496
132 H -2.567 -4.081 2.144  0.332
133 H 0.216 -0.590 0.484  1.005
134 H -1.823 -0.997 -3.428  -0.688
135 H 1.042 0.640 -1.046  0.039
136 H -2.126 -6.960 -3.398  0.402
137 H 0.156 7.423 5.581  0.234

Atoms 1-3, force components in eV/Å:
0.0 0.3 -0.1
-0.5 -0.4 -1.4
-0.5 -1.2 -1.7

Calculated values
Gap between HOMO and LUMO (eV): 3.87
Charge: +1
E_tot (eV): -72851.69325
Max |F| (eV/A): 3.042
E_HOMO (eV): -8.27